81
Properties=species:S:1:pos:R:3:forces:R:3 method="wB97M-V/def2-TZVPD" homo_ev="-18.535 / -18.468" multiplicity=5 energy_ev=-127448.451 gap_ev="5.9 / 4.3" de_lowest_kj_mol=0.00 total_charge=+4
Ru -0.914956 -1.168718 0.482834 1.95 1.10 -0.33
Br 2.447287 3.590505 -2.795937 0.28 0.11 0.09
P 0.439709 -0.541870 2.195319 -0.07 -0.39 2.22
P -1.744875 3.535762 -0.261242 0.98 1.15 0.15
N -3.754721 -4.953953 -4.225606 -0.24 0.37 0.01
N 2.285794 -2.454233 -0.379507 -0.25 -0.10 -0.02
N 6.132211 -3.929763 -0.868191 -1.67 0.90 -0.19
C -1.623444 -2.410451 -1.529256 0.81 1.22 -1.37
C -0.382434 4.522098 -0.897001 0.07 0.33 -0.08
C -2.602200 -5.365107 -3.697416 -0.06 0.48 0.62
C 1.661107 1.992725 -2.300076 -0.41 -2.14 1.50
C 0.950477 -0.281780 -2.883701 -0.16 0.19 0.09
C -2.095999 -1.072797 2.740030 -0.32 0.51 0.81
C 1.098743 1.747650 -1.004312 -0.90 0.36 -0.53
C 0.896101 -1.984365 3.243926 0.33 -0.28 -0.58
C -1.294232 3.139381 1.446993 -0.68 -0.66 -0.11
C -1.939296 -4.662276 -2.687057 0.38 0.77 -0.07
C 1.274793 -1.874634 4.719423 0.07 0.29 0.34
C 1.417425 1.809682 3.556393 0.12 0.00 0.51
C 2.540382 -3.341869 -1.356075 0.96 -0.28 -0.08
C 0.036124 -0.289639 -1.819851 0.50 -0.10 1.02
C -0.799387 -1.421311 -1.476762 -2.18 -2.53 -1.44
C 3.256904 -2.099456 0.472190 1.18 -0.20 -0.15
C 0.145762 0.687281 -0.793502 -0.13 1.67 -0.61
C -1.081684 0.033153 2.979307 0.50 0.32 -0.37
C -0.791814 5.716886 -1.741058 -0.19 0.49 -0.21
C 1.594018 0.864254 2.374271 0.42 -0.20 -1.00
C 4.874500 -3.449488 -0.725372 1.17 -0.43 0.54
C -3.935862 3.063111 -1.785531 0.00 -0.07 0.06
C 3.809896 -3.912550 -1.530167 -0.94 -0.25 -0.54
C 1.666372 0.893253 -3.187332 -0.69 -0.74 0.24
C -2.571889 2.427827 -1.398523 -0.24 -0.43 -0.29
C 4.584219 -2.529894 0.320901 -0.84 0.39 0.93
C -2.450636 -3.401739 -2.231111 -0.73 -0.89 -0.06
C -1.498706 4.412824 2.273948 0.20 0.48 0.00
C -4.356413 -3.879117 -3.713607 0.54 0.19 0.76
C -3.791171 -3.124593 -2.657677 0.39 0.45 -0.05
H -1.473067 4.195367 3.341862 -0.04 -0.04 -0.05
H -2.187550 -6.282686 -4.105297 -0.01 0.09 0.15
H -4.364916 -2.298251 -2.223824 0.35 -0.19 -0.33
H -2.022152 2.383650 1.759395 0.07 0.14 0.09
H -1.909959 -1.897445 3.437777 -0.40 0.04 -0.43
H 1.523384 -2.879757 5.079347 -0.09 0.19 -0.10
H 2.199314 0.958519 -4.127110 0.06 0.01 0.00
H 5.337570 -2.266430 1.071395 -0.18 0.05 -0.46
H 1.570316 1.418742 1.424595 0.25 -0.26 0.34
H -1.444411 5.433190 -2.569477 0.08 0.01 0.01
H -0.713750 0.943863 -0.032395 1.37 -0.65 -1.07
H 0.017623 -2.638365 3.148231 0.31 -0.04 -0.14
H -1.306403 6.480753 -1.150295 0.09 -0.14 -0.09
H 0.110705 6.163194 -2.159669 -0.11 0.05 -0.03
H -2.647939 1.453750 -0.887408 -0.36 0.22 -0.26
H -1.343018 0.974702 2.478709 -0.08 -0.44 0.58
H 2.317948 2.426120 3.646366 -0.09 -0.13 -0.08
H 2.976217 -1.448619 1.320239 0.35 -0.41 -0.73
H 0.476171 -1.498580 5.365827 -0.01 -0.02 -0.22
H -0.270389 2.721370 1.523453 -0.49 0.27 -0.15
H 0.253082 3.866787 -1.491569 -0.26 0.05 -0.04
H 0.227462 4.849964 -0.040855 -0.28 -0.14 -0.09
H 1.719100 -3.622592 -2.026200 0.30 0.08 0.41
H -3.781145 4.093383 -2.139305 -0.14 -0.33 0.09
H -4.382494 2.487291 -2.599491 0.02 0.08 0.13
H -3.093135 -0.647172 2.865427 -0.13 -0.54 -0.15
H -5.316097 -3.571614 -4.148687 0.39 -0.26 0.27
H 1.313927 1.277738 4.498938 0.03 -0.06 0.09
H 6.898332 -3.541360 -0.339159 0.30 -0.02 0.27
H 3.976157 -4.739681 -2.229023 -0.11 0.47 0.05
H 0.977773 -1.221629 -3.446016 0.21 0.77 -0.37
H -2.464049 4.876555 2.031962 0.23 -0.09 0.22
H -4.628424 3.076339 -0.934560 0.17 0.04 -0.25
H 2.153729 -1.254110 4.892482 0.03 0.04 -0.09
H -0.838688 0.211467 4.028852 -0.49 0.08 0.08
H -1.003457 -5.056417 -2.304869 -0.01 0.14 -0.09
H 0.579325 2.501857 3.483453 -0.09 -0.17 -0.18
H 1.717577 -2.471060 2.700296 -0.28 -0.15 0.14
H 2.564174 0.356864 2.430327 0.11 0.36 -0.03
H -0.707423 5.143788 2.067948 -0.21 -0.10 0.06
H 1.201627 2.514854 -0.228988 0.02 -0.27 -0.45
H -1.963899 2.276623 -2.308310 0.03 0.18 0.42
H 6.360913 -4.520331 -1.652173 0.19 -0.42 -0.20
H -2.092165 -1.517422 1.688132 -1.22 -0.59 0.84